--- one ---
The following is a DFT calculation (ωB97M-V with the def2-TZVPD basis set) of C5H7N3OS in the gas phase.

Results
- charge = 0
- frontier orbital gap (spin up / spin down) (eV) = 8.71 / 8.71

Element x y z (Å)
C: -1.314 -1.052 2.051
C: -2.086 -0.078 2.500
C: -0.630 -0.688 -0.233
C: 0.682 1.125 0.608
C: -1.012 -1.311 -1.623
N: -1.337 -1.176 0.672
N: 0.487 0.165 -0.235
N: 1.905 1.485 1.076
O: -1.470 2.329 3.091
S: -2.646 1.469 2.859
H: -0.777 -1.861 2.550
H: -0.147 1.729 1.026
H: -1.363 -2.364 -1.652
H: -0.116 -1.365 -2.190
H: -1.758 -0.762 -2.160
H: 1.981 2.459 1.330
H: 2.762 1.054 0.883

=====

--- two ---
The following is a DFT calculation (ωB97M-V with the def2-TZVPD basis set) of C5H7N3OS in the gas phase.

Results
- charge = 0
- frontier orbital gap (eV) = 9.99

Element x y z (Å)
C: -3.089 1.116 0.077
C: -0.736 -0.326 -0.028
C: 1.221 0.944 -0.024
C: 1.947 -0.349 0.029
C: 3.403 -0.265 0.009
H: -2.866 1.465 1.108
H: -2.622 1.835 -0.672
H: -4.206 1.104 -0.134
H: 3.881 0.211 0.886
H: 3.838 -1.311 -0.079
H: 3.732 0.394 -0.825
H: -0.434 -2.436 -0.135
N: -0.162 0.838 0.034
N: 1.334 -1.472 0.071
N: -0.038 -1.486 -0.009
O: 1.777 2.005 -0.056
S: -2.497 -0.574 -0.047

=====

--- three ---
The following is a DFT calculation (ωB97M-V with the def2-TZVPD basis set) of a molecular structure, C5H7N3OS.

Results
- charge = 0
- frontier orbital gap (spin up / spin down) (eV) = 8.32 / 8.32

Element x y z (Å)
C: -2.633 0.293 0.688
C: -3.086 1.633 -0.845
C: 1.710 -0.043 -0.328
C: 0.918 -0.707 0.812
C: 0.927 -0.959 -1.207
N: -1.621 1.085 0.577
N: -1.911 1.949 -0.418
N: 0.254 -1.512 -0.229
O: -3.605 0.587 -0.187
S: -0.899 -2.642 -0.106
H: -2.742 -0.522 1.373
H: 1.495 1.015 -0.465
H: 2.787 -0.199 -0.313
H: 1.481 -1.319 1.515
H: 0.217 -0.054 1.330
H: -3.622 2.118 -1.634
H: 0.862 -1.149 -2.260

=====

Which structure loses on stability? one does.

=====

--- one ---
The following is a DFT calculation (ωB97M-V with the def2-TZVPD basis set) of 4 unconnected molecules or ions with the total composition C22H39NO10S4.

Results
- charge = 0
- frontier orbital gap (eV) = 8.45

Element x y z (Å)
O: -2.131 5.407 -2.107
C: -1.442 4.477 -2.815
O: -1.620 4.250 -4.260
C: -2.770 3.301 -4.429
C: -2.213 1.772 -4.796
C: -2.581 0.684 -3.627
C: -1.158 0.053 -3.015
C: -1.565 -1.378 -2.322
C: -0.353 -2.003 -1.347
C: 0.304 -0.954 -0.334
C: 1.457 -1.449 0.705
C: 1.743 -3.042 0.510
C: 0.954 -3.854 -0.626
N: -0.098 -3.446 -1.599
S: -2.048 -2.540 -3.723
O: -0.729 -2.830 -4.540
O: -2.681 -3.874 -3.261
O: -3.042 -1.624 -4.795
C: -3.660 -0.471 -4.065
C: -4.904 0.203 -4.955
C: -5.669 1.423 -4.165
C: -7.168 1.006 -3.580
C: -7.106 -0.218 -2.464
O: -8.022 -1.205 -2.636
O: -6.186 -0.274 -1.317
H: -0.630 3.874 -2.193
H: -3.485 3.692 -5.297
H: -3.389 3.339 -3.435
H: -1.033 1.902 -4.905
H: -2.612 1.510 -5.865
H: -3.042 1.301 -2.715
H: -0.426 -0.182 -3.917
H: -0.726 0.857 -2.283
H: -2.523 -1.294 -1.619
H: -0.038 0.172 -0.331
H: 1.996 -0.753 1.475
H: 2.526 -3.588 1.200
H: 1.257 -5.007 -0.722
H: -4.207 -0.972 -3.129
H: -5.704 -0.671 -5.082
H: -4.556 0.486 -6.056
H: -5.832 2.335 -4.914
H: -5.081 1.863 -3.250
H: -7.537 1.963 -2.972
H: -7.965 0.827 -4.420
H: -6.660 0.105 -0.496
C: 3.935 1.212 -2.482
S: 3.754 0.357 -0.897
O: 2.535 0.911 -0.222
C: 5.200 1.114 -0.116
H: 3.106 0.919 -3.131
H: 3.909 2.293 -2.327
H: 4.879 0.921 -2.947
H: 5.095 2.202 -0.111
H: 6.102 0.827 -0.662
H: 5.270 0.752 0.912
C: 3.966 -1.403 3.741
S: 4.826 -2.903 4.276
O: 4.189 -4.064 3.572
C: 4.193 -2.880 5.970
H: 4.186 -1.235 2.684
H: 2.888 -1.524 3.872
H: 4.322 -0.551 4.324
H: 3.100 -2.908 5.961
H: 4.541 -1.978 6.478
H: 4.573 -3.760 6.496
C: 2.632 1.131 8.958
S: 4.370 0.740 8.643
O: 4.414 -0.582 7.934
C: 4.807 0.444 10.373
H: 2.139 1.318 8.002
H: 2.145 0.291 9.459
H: 2.567 2.027 9.580
H: 4.184 -0.354 10.785
H: 4.669 1.363 10.947
H: 5.857 0.143 10.420

=====

--- two ---
The following is a DFT calculation (ωB97M-V with the def2-TZVPD basis set) of 5 unconnected molecules or ions with the total composition C22H39NO10S4.

Results
- charge = 0
- frontier orbital gap (eV) = 7.30

Element x y z (Å)
C: 2.697 2.103 4.051
C: 2.229 3.100 3.142
O: 1.305 4.032 2.414
C: 0.399 4.678 3.420
O: 1.007 5.531 4.266
N: -1.099 4.408 3.509
C: -1.383 3.399 4.625
C: -0.740 1.899 4.290
C: -0.821 1.240 2.938
H: 2.912 1.288 4.896
H: -1.456 3.945 2.619
H: -2.527 3.308 4.870
H: -0.858 3.731 5.642
H: -0.132 1.285 5.112
H: -1.893 0.806 2.654
H: 0.109 1.109 2.218
C: -2.880 -0.771 -2.188
C: -1.590 -0.003 -1.906
C: -1.713 0.603 -0.509
S: -2.809 -0.472 0.407
O: -4.019 0.260 0.717
O: -2.049 -1.178 1.418
C: -3.155 -1.591 -0.936
H: -2.788 -1.407 -3.073
H: -3.701 -0.064 -2.362
H: -0.740 -0.695 -1.934
H: -1.407 0.772 -2.657
H: -0.745 0.650 -0.004
H: -2.165 1.598 -0.542
H: -4.185 -1.944 -0.872
H: -2.461 -2.433 -0.857
C: 1.210 -5.251 1.876
C: -0.075 -4.745 2.529
C: -0.884 -4.025 1.451
S: -0.429 -4.779 -0.103
O: 0.257 -3.793 -0.911
O: -1.550 -5.549 -0.605
C: 0.781 -5.901 0.569
H: 1.742 -5.958 2.520
H: 1.879 -4.406 1.674
H: -0.650 -5.598 2.912
H: 0.133 -4.083 3.375
H: -1.959 -4.140 1.610
H: -0.626 -2.963 1.400
H: 1.604 -6.030 -0.137
H: 0.286 -6.860 0.749
C: 4.400 7.409 1.811
C: 5.310 6.810 0.740
C: 6.430 6.059 1.457
S: 5.755 5.534 3.026
O: 6.458 6.228 4.085
O: 5.592 4.094 3.017
C: 4.157 6.294 2.817
H: 3.462 7.779 1.387
H: 4.907 8.251 2.298
H: 4.734 6.110 0.122
H: 5.713 7.580 0.075
H: 6.755 5.183 0.890
H: 7.285 6.711 1.657
H: 3.786 6.655 3.778
H: 3.478 5.538 2.411
C: -2.753 -5.250 -6.815
C: -2.102 -3.948 -7.280
C: -2.914 -2.794 -6.694
S: -3.642 -3.412 -5.184
O: -5.080 -3.452 -5.348
O: -3.009 -2.769 -4.051
C: -3.012 -5.073 -5.326
H: -2.114 -6.116 -7.012
H: -3.700 -5.400 -7.346
H: -1.072 -3.901 -6.905
H: -2.057 -3.885 -8.371
H: -2.282 -1.932 -6.466
H: -3.725 -2.495 -7.363
H: -3.739 -5.784 -4.930
H: -2.080 -5.128 -4.755

=====

Which structure loses on stability? one does.

=====

--- one ---
The following is a DFT calculation (ωB97M-V with the def2-TZVPD basis set) of 10 unconnected molecules or ions with the total composition C10H30N10O20.

Results
- charge = 0
- frontier orbital gap (eV) = 10.56

Element x y z (Å)
C: 4.288 -2.046 3.580
N: 5.039 -0.916 2.983
O: 4.536 -0.273 2.093
O: 6.137 -0.696 3.443
H: 4.969 -2.891 3.625
H: 3.452 -2.304 2.941
H: 4.077 -1.661 4.575
C: -1.186 -1.210 4.693
N: 0.083 -0.545 4.365
O: 0.311 0.510 4.923
O: 0.740 -0.971 3.434
H: -1.955 -0.845 4.016
H: -1.404 -0.943 5.722
H: -1.087 -2.285 4.578
C: 1.603 -2.391 -2.650
N: 0.487 -3.353 -2.739
O: -0.594 -2.938 -2.355
O: 0.684 -4.452 -3.221
H: 1.438 -1.502 -3.250
H: 2.539 -2.853 -2.953
H: 1.727 -2.119 -1.605
C: 2.339 3.202 -2.670
N: 2.921 2.063 -3.473
O: 2.951 0.953 -2.998
O: 3.441 2.365 -4.530
H: 2.854 3.176 -1.716
H: 1.296 2.910 -2.569
H: 2.491 4.060 -3.308
C: -5.531 -0.511 0.620
N: -4.194 -0.699 1.245
O: -4.157 -1.122 2.384
O: -3.204 -0.491 0.567
H: -5.880 -1.540 0.527
H: -5.407 -0.068 -0.359
H: -6.170 0.037 1.302
C: -2.026 2.731 2.450
N: -2.574 2.902 3.811
O: -2.801 1.891 4.436
O: -2.940 4.008 4.146
H: -2.820 2.960 1.742
H: -1.841 1.672 2.302
H: -1.163 3.368 2.305
C: 3.973 -4.748 -0.575
N: 2.812 -4.306 0.195
O: 2.738 -3.141 0.534
O: 1.973 -5.123 0.475
H: 3.854 -4.639 -1.648
H: 4.206 -5.790 -0.361
H: 4.864 -4.225 -0.229
C: -3.038 0.563 -2.606
N: -3.239 -0.279 -3.806
O: -3.747 -1.371 -3.655
O: -2.857 0.171 -4.867
H: -3.405 1.552 -2.875
H: -1.996 0.641 -2.301
H: -3.581 0.188 -1.745
C: -2.398 4.845 -3.004
N: -1.448 3.719 -2.770
O: -1.232 3.431 -1.611
O: -1.021 3.100 -3.714
H: -3.351 4.394 -3.265
H: -2.025 5.535 -3.752
H: -2.479 5.366 -2.055
C: 1.627 0.190 0.451
N: 0.434 0.749 -0.202
O: 0.539 1.072 -1.371
O: -0.545 0.919 0.505
H: 1.749 -0.866 0.202
H: 1.548 0.264 1.530
H: 2.573 0.605 0.110

=====

--- two ---
The following is a DFT calculation (ωB97M-V with the def2-TZVPD basis set) of 10 unconnected molecules or ions with the total composition C10H30N10O20.

Results
- charge = 0
- frontier orbital gap (eV) = 10.46

Element x y z (Å)
C: 4.678 6.695 -16.402
N: 4.911 5.499 -15.531
O: 4.424 5.521 -14.456
O: 5.671 4.646 -15.982
H: 4.091 7.468 -15.905
H: 4.201 6.398 -17.336
H: 5.672 7.051 -16.674
C: 17.547 12.582 -23.975
N: 16.111 12.100 -24.177
O: 15.620 11.457 -23.285
O: 15.393 12.478 -25.126
H: 18.087 11.844 -24.567
H: 17.822 12.517 -22.922
H: 17.695 13.581 -24.387
C: 15.385 6.150 -27.000
N: 16.417 5.109 -27.373
O: 17.616 5.389 -27.426
O: 16.051 3.987 -27.776
H: 15.121 6.266 -25.949
H: 14.482 6.030 -27.599
H: 15.720 7.078 -27.464
C: 3.483 -0.470 -20.995
N: 2.716 -0.975 -19.813
O: 3.126 -0.814 -18.660
O: 1.698 -1.673 -19.964
H: 4.340 -1.123 -21.158
H: 3.818 0.536 -20.742
H: 2.784 -0.385 -21.827
C: 11.276 1.271 -16.857
N: 10.681 1.815 -18.046
O: 10.883 3.033 -18.212
O: 10.018 1.106 -18.838
H: 11.016 1.786 -15.932
H: 12.337 1.509 -16.935
H: 11.114 0.216 -16.636
C: 3.024 3.445 -27.485
N: 4.202 3.696 -28.349
O: 4.741 4.836 -28.295
O: 4.605 2.888 -29.167
H: 2.177 3.338 -28.162
H: 2.781 4.181 -26.718
H: 3.176 2.421 -27.145
C: 10.627 1.203 -25.682
N: 9.569 0.139 -25.342
O: 8.404 0.447 -25.488
O: 9.923 -0.858 -24.800
H: 10.673 1.191 -26.771
H: 11.507 0.989 -25.076
H: 10.224 2.118 -25.247
C: 11.031 15.707 -22.347
N: 12.127 16.725 -22.690
O: 13.180 16.575 -22.150
O: 11.921 17.593 -23.536
H: 10.989 15.116 -23.261
H: 10.142 16.313 -22.171
H: 11.336 15.110 -21.488
C: -1.560 11.197 -21.126
N: -2.280 11.944 -22.211
O: -2.793 13.084 -21.978
O: -2.358 11.429 -23.345
H: -0.572 10.865 -21.443
H: -2.161 10.317 -20.895
H: -1.497 11.856 -20.260
C: 8.668 8.068 -23.093
N: 7.283 7.703 -22.758
O: 6.979 6.571 -23.048
O: 6.544 8.525 -22.230
H: 9.311 7.225 -22.837
H: 8.934 8.968 -22.540
H: 8.674 8.282 -24.162

=====

Which structure loses on stability? two does.

=====

--- one ---
The following is a DFT calculation (ωB97M-V with the def2-TZVPD basis set) of 2 unconnected molecules or ions with the total composition C23H27N3O4.

Results
- charge = 0
- frontier orbital gap (eV) = 8.56

Element x y z (Å)
O: 4.012 -3.911 -0.756
O: -1.670 4.363 -0.060
O: -5.159 2.312 -1.687
O: 6.772 -0.020 -0.720
C: 3.882 -2.865 -0.143
C: -2.563 3.530 -0.105
C: -4.396 1.362 -1.815
C: 2.755 -2.644 0.743
C: 2.613 -1.440 1.407
C: -2.139 -3.669 0.605
C: 4.551 1.818 1.640
C: -1.226 -2.637 0.332
C: -3.500 -3.371 0.791
C: 5.632 1.553 0.797
C: 3.561 0.856 1.840
C: -1.669 -1.305 0.267
C: -3.949 -2.040 0.708
C: 5.738 0.316 0.131
C: 3.638 -0.390 1.199
C: 4.732 -0.647 0.341
C: -3.033 -1.002 0.449
N: 4.818 -1.879 -0.310
N: -4.636 0.388 -2.704
N: -2.306 2.352 -0.680
C: 7.832 0.927 -0.914
C: -3.896 3.851 0.537
C: 1.441 -1.229 2.333
C: -5.778 0.376 -3.616
C: -3.489 0.443 0.402
C: -3.156 1.171 -0.917
H: 2.052 -3.457 0.867
H: -1.796 -4.693 0.663
H: 4.481 2.778 2.144
H: -0.184 -2.869 0.172
H: -4.203 -4.166 0.998
H: 6.377 2.330 0.673
H: 2.736 1.096 2.504
H: -0.957 -0.515 0.076
H: -4.995 -1.817 0.860
H: 5.601 -2.071 -0.927
H: -3.995 -0.390 -2.743
H: -1.368 2.305 -1.043
H: 7.450 1.857 -1.347
H: 8.331 1.150 0.034
H: 8.575 0.511 -1.601
H: -3.734 4.583 1.326
H: -4.354 2.963 0.959
H: -4.553 4.280 -0.217
H: 1.796 -1.035 3.349
H: 0.842 -0.376 1.998
H: 0.796 -2.112 2.363
H: -6.708 0.361 -3.042
H: -5.740 -0.500 -4.264
H: -5.766 1.279 -4.231
H: -3.009 0.956 1.237
H: -4.565 0.491 0.577
H: -2.517 0.494 -1.482

=====

--- two ---
The following is a DFT calculation (ωB97M-V with the def2-TZVPD basis set) of C23H27N3O4 in the gas phase.

Results
- charge = 0
- frontier orbital gap (eV) = 6.92

Element x y z (Å)
C: -6.374 -1.749 0.728
H: -6.830 -2.158 1.625
H: -6.918 -2.124 -0.136
H: -5.348 -2.107 0.682
C: -6.432 -0.218 0.785
N: -5.945 0.490 -0.386
C: -6.711 0.246 -1.596
C: -6.730 1.485 -2.488
H: -7.105 2.336 -1.926
H: -7.377 1.316 -3.346
H: -5.735 1.727 -2.853
H: -6.326 -0.614 -2.168
H: -7.737 0.018 -1.301
C: -4.510 0.406 -0.569
H: -4.275 0.582 -1.622
C: -3.800 1.481 0.272
N: -2.369 1.474 0.060
C: -1.529 0.767 0.846
O: -1.904 0.152 1.829
C: -0.082 0.901 0.481
C: 0.467 2.146 0.717
C: 1.827 2.368 0.576
C: 2.668 1.322 0.233
C: 2.151 0.039 -0.034
C: 0.736 -0.178 0.046
N: 0.249 -1.366 -0.344
H: 0.978 -2.054 -0.551
C: -1.108 -1.825 -0.426
H: -1.180 -2.470 -1.306
H: -1.785 -0.983 -0.581
C: -1.568 -2.608 0.834
O: -2.889 -2.304 1.188
H: -2.869 -1.440 1.636
H: -1.536 -3.683 0.643
H: -0.883 -2.377 1.659
C: 3.054 -1.053 -0.378
O: 2.674 -2.194 -0.659
C: 4.504 -0.767 -0.380
C: 5.388 -1.810 -0.647
C: 6.753 -1.591 -0.663
C: 7.257 -0.322 -0.414
C: 6.391 0.722 -0.150
C: 5.014 0.510 -0.129
C: 4.113 1.639 0.156
O: 4.529 2.771 0.319
H: 6.756 1.719 0.046
H: 8.322 -0.151 -0.427
H: 7.426 -2.409 -0.870
H: 4.979 -2.790 -0.841
H: 2.257 3.340 0.758
H: -0.177 2.949 1.045
H: -2.007 1.922 -0.767
H: -3.965 1.292 1.334
H: -4.199 2.465 0.019
H: -4.115 -0.583 -0.296
H: -5.853 0.128 1.644
H: -7.468 0.098 0.938

=====

Which structure loses on stability? two does.